Molecular formula: C32H66FeN6O20S3
Method: DFT, ωB97M-V/def2-TZVPD

Summary:
gap between HOMO and LUMO (spin up / spin down): 6.23 / 6.19 eV
LUMO energy (spin up / spin down): 1.58 / 1.58 eV

```
! RIJCOSX wB97M-V def2-TZVPD def2/J DEFGRID3
* xyz -1 6
Fe 16.7794 -23.2433 -24.5521
C 9.7138 -17.7655 -29.6278
O 10.4421 -18.7586 -29.0123
C 10.8263 -18.4815 -27.6610
C 11.8388 -19.4933 -27.2525
N 12.9505 -19.5660 -28.2531
H 13.5395 -20.4133 -28.0725
H 12.5570 -19.7685 -29.1695
C 13.8943 -18.3466 -28.3238
C 15.0856 -18.6001 -27.4552
O 15.8837 -19.6005 -28.0645
C 17.1178 -19.7806 -27.4121
H 9.2544 -18.0289 -30.5798
H 10.2989 -16.8486 -29.7941
H 8.8605 -17.3670 -29.0563
H 9.8901 -18.4654 -27.0902
H 11.0680 -17.4112 -27.6129
H 11.3892 -20.4845 -27.2939
H 12.2475 -19.2910 -26.2643
H 13.3417 -17.4620 -28.0176
H 14.1328 -18.3627 -29.3848
H 14.9260 -18.9534 -26.4315
H 15.7388 -17.7191 -27.4536
H 16.8599 -20.3951 -26.5447
H 17.5669 -18.8221 -27.1012
H 17.9317 -20.2030 -27.9961
C 12.1814 -26.8376 -26.6969
O 12.5979 -27.3291 -25.4636
C 13.7971 -26.7643 -24.9067
C 13.4750 -26.4479 -23.4289
N 13.3119 -24.9689 -23.2097
H 14.2245 -24.5347 -23.2566
H 12.7842 -24.5045 -23.9562
C 12.7195 -24.5074 -21.8872
C 11.2041 -24.7566 -21.8600
O 10.5077 -24.4283 -23.0168
C 9.1130 -24.5626 -22.8405
H 11.5354 -27.5820 -27.1656
H 13.0406 -26.6923 -27.3641
H 11.6790 -25.8631 -26.6976
H 14.1398 -25.8991 -25.4740
H 14.5797 -27.5184 -24.8329
H 14.2935 -26.8625 -22.8449
H 12.5337 -26.9052 -23.1322
H 13.0368 -23.4655 -21.8420
H 13.2493 -24.9749 -21.0591
H 10.8737 -24.0087 -21.1260
H 11.0904 -25.8089 -21.5754
H 8.9145 -25.6313 -22.9258
H 8.4934 -23.9776 -23.5239
H 8.7869 -24.0324 -21.9365
C 12.9549 -23.6939 -17.5983
O 14.1658 -24.0332 -18.2442
C 15.0438 -22.9687 -18.5412
C 16.4922 -23.4564 -18.4365
N 16.5481 -24.8228 -19.0845
H 15.7719 -25.3673 -18.7094
H 16.3250 -24.7714 -20.0982
C 17.8187 -25.6612 -18.9368
C 19.1078 -24.9569 -19.3238
O 19.2317 -23.7951 -18.5211
C 20.4892 -23.1241 -18.6724
H 12.4000 -24.5805 -17.3164
H 12.4499 -22.9244 -18.1917
H 13.1588 -23.1090 -16.6898
H 14.8449 -22.1488 -17.8489
H 14.8847 -22.7228 -19.5941
H 16.8008 -23.4901 -17.3926
H 17.2764 -22.9243 -18.9650
H 17.6389 -26.4765 -19.6388
H 17.7955 -26.0328 -17.9149
H 19.1366 -24.6614 -20.3757
H 19.9136 -25.6433 -19.0469
H 20.4382 -22.6031 -19.6334
H 21.3516 -23.7888 -18.7432
H 20.5204 -22.4093 -17.8559
S 18.5255 -23.5007 -26.6439
O 19.8337 -24.0821 -26.5125
O 18.1800 -23.1502 -28.0136
O 17.4725 -24.3374 -26.0074
O 18.3249 -22.3671 -25.7222
S 14.0967 -22.2311 -26.0521
O 15.4962 -22.5406 -25.7231
O 13.7185 -21.0898 -25.2091
O 14.0245 -21.8462 -27.4659
O 13.2917 -23.4148 -25.7301
S 16.9028 -25.3710 -22.9213
O 17.4551 -26.7168 -22.9875
O 16.1962 -25.1574 -21.6364
O 17.8233 -24.2911 -23.2932
O 15.9606 -25.0378 -24.0086
C 16.0245 -20.7401 -21.4229
C 16.1216 -21.5891 -22.6814
O 15.4147 -22.6047 -22.9391
O 17.0174 -21.3998 -23.5253
H 16.4741 -19.7526 -21.4641
H 16.4058 -21.3734 -20.6232
H 14.9555 -20.5834 -21.2523
N 14.5055 -18.8623 -23.7270
C 15.5964 -18.0188 -23.7785
C 15.3649 -16.9884 -22.8867
C 14.1225 -17.2356 -22.2849
C 13.5671 -18.3406 -22.9007
H 14.4214 -19.7745 -24.1721
H 16.4953 -18.2633 -24.3208
H 16.0805 -16.2076 -22.6813
H 13.6419 -16.6997 -21.4797
H 12.5729 -18.7328 -22.7729
N 11.5711 -21.3588 -23.4300
C 12.1470 -21.1729 -22.1974
C 11.1724 -20.7054 -21.3238
C 9.9379 -20.7773 -21.9686
C 10.2477 -21.0090 -23.3175
H 12.0047 -21.6256 -24.3098
H 13.2133 -21.3211 -22.1231
H 11.2953 -20.4053 -20.2936
H 9.0387 -20.3258 -21.5787
H 9.7144 -20.8656 -24.2449
N 19.4014 -19.8032 -23.9948
C 20.6399 -20.3496 -24.2432
C 21.5618 -19.5603 -23.5901
C 20.8691 -18.5193 -22.9121
C 19.5521 -18.6614 -23.2833
H 18.5600 -20.2320 -24.3590
H 20.7289 -21.2076 -24.8901
H 22.6374 -19.6495 -23.6085
H 21.3907 -17.7912 -22.3128
H 18.6585 -18.1707 -22.9232
*
```


Molecular formula: C4H9NO
Method: DFT, ωB97M-V/def2-TZVPD

Summary:
structure (SMILES): C[C@@H](O)[C@H]1CN1
gap between HOMO and LUMO: 10.70 eV
LUMO energy: 1.01 eV
energy above the lowest of the compared OMol25 structures with the same formula, charge and spin: 192.3 kJ/mol

```
! RIJCOSX wB97M-V def2-TZVPD def2/J DEFGRID3
* xyz 0 1
C 0.3300 1.4125 1.2298
C 0.6103 -0.0491 0.7658
O -0.2003 -0.9846 1.4346
C 0.2733 -0.0930 -0.7124
C -0.1735 -1.3256 -1.4355
N -1.1419 -0.3705 -0.9133
H 0.3153 1.4118 2.3173
H 1.0910 2.1350 0.9069
H -0.6340 1.8303 0.8982
H 1.6696 -0.2977 0.9499
H -1.0620 -0.9020 0.9277
H 0.7420 0.6906 -1.3092
H -0.2168 -2.2969 -0.9463
H -0.0341 -1.3568 -2.5159
H -1.5796 0.2022 -1.6212
*
```


Molecular formula: C3H3IO2
Method: DFT, ωB97M-V/def2-TZVPD

Summary:
gap between HOMO and LUMO (spin up / spin down): 8.38 / 6.68 eV
LUMO energy (spin up / spin down): 0.70 / -3.34 eV
energy above the lowest of the compared OMol25 structures with the same formula, charge and spin: 367.3 kJ/mol

```
! RIJCOSX wB97M-V def2-TZVPD def2/J DEFGRID3
* xyz 0 3
C 1.5182 -2.0970 -0.1327
C 0.8442 -1.1247 0.1245
C 0.0426 -0.0435 0.3817
O -0.0602 2.2473 0.0294
O 0.0371 0.9780 -0.4645
I -3.5042 0.1784 -0.0967
H 2.1925 -2.8173 -0.3711
H -0.6161 -0.0425 1.2325
H -0.4541 2.7212 -0.7033
*
```


Molecular formula: C11H7Cl28N2O2
Method: DFT, ωB97M-V/def2-TZVPD

Summary:
gap between HOMO and LUMO: 7.44 eV
LUMO energy: -5.17 eV

```
! RIJCOSX wB97M-V def2-TZVPD def2/J DEFGRID3
* xyz 1 1
O 4.5442 1.9025 1.6774
N 3.9144 1.4995 0.7114
O 3.1167 0.4777 1.1591
C 1.7722 0.8706 0.7094
C 1.2552 2.2602 1.4829
N -0.1353 2.2870 1.3242
C -0.6758 1.0564 0.5705
C 0.4678 -0.0459 1.0913
H 1.7437 1.0554 -0.4460
H 1.9609 3.0184 2.0282
H -0.6964 3.0741 1.7194
H -0.4852 1.2019 -0.5987
H -1.7815 0.8022 0.8621
H 0.3680 -1.1388 0.6849
H 0.4750 -0.0417 2.2822
C -2.2816 -2.1191 -1.1206
Cl -0.6517 -1.7130 -1.7150
Cl -3.3086 -2.6093 -2.4915
Cl -2.1706 -3.4599 0.0476
Cl -2.9951 -0.6944 -0.3234
C -0.2086 -6.3463 2.7524
Cl -0.2252 -8.0333 2.1794
Cl 1.4679 -5.7436 2.7763
Cl -1.1868 -5.3374 1.6569
Cl -0.8905 -6.2707 4.3967
C 7.5914 3.7938 -0.3077
Cl 6.1225 2.8267 -0.0218
Cl 8.9217 3.1641 0.6965
Cl 8.0451 3.6903 -2.0276
Cl 7.2762 5.4939 0.1221
C 0.3913 -1.7563 -5.9577
Cl 0.3803 -2.5464 -7.5546
Cl 1.9969 -1.9507 -5.2100
Cl 0.0323 -0.0218 -6.1508
Cl -0.8440 -2.5061 -4.9155
C 2.7913 5.9580 0.1280
Cl 4.1620 4.8251 0.2389
Cl 2.5564 6.7617 1.7008
Cl 3.1330 7.1831 -1.1198
Cl 1.3141 5.0623 -0.3078
C -6.2087 2.0580 -0.3219
Cl -6.2197 1.2679 -1.9189
Cl -4.6031 1.8636 0.4258
Cl -6.5677 3.7925 -0.5151
Cl -7.4440 1.3082 0.7203
C -5.2440 -5.2440 1.7760
Cl -6.7129 -6.2111 2.0618
Cl -3.9137 -5.8737 2.7802
Cl -4.7902 -5.3475 0.0561
Cl -5.5592 -3.5439 2.2058
*
```